[1]
C23H26N2O7 in the gas phase. Source: the OMol25 dataset; level of theory: ωB97M-V with the def2-TZVPD basis set.

Results
- ΔE to the lowest compared entry with this formula, charge and spin (kcal/mol) = 101.80
- LUMO energy (eV) = -0.10
- SMILES = COc1ccc(OC)c([C@H]2C(C(=O)c3ccco3)=C(O)C(=O)N2CCN2CCOCC2)c1
- HOMO-LUMO gap (eV) = 8.1

Geometry as XYZ:
```
58
Properties=species:S:1:pos:R:3:forces:R:3:lowdin_charge:R:1
C -0.879914 -0.637846 5.409214 0.0 0.0 0.2 -0.091
H -1.770754 -0.006140 5.488356 0.0 0.0 0.0 0.095
O -0.652554 -1.047857 4.082758 0.1 -0.1 -0.3 -0.083
C -0.414834 -0.092464 3.141278 0.0 0.1 -0.2 -0.264
C -0.386882 1.275290 3.374274 0.0 -0.3 0.2 -0.011
C -0.139443 2.157643 2.333986 0.1 0.2 -0.3 -0.004
C 0.084319 1.700131 1.043895 -0.1 -0.2 0.2 -0.227
C 0.073583 0.317979 0.808724 0.0 0.2 0.0 -0.091
C -0.179191 -0.555298 1.847098 -0.1 0.2 0.2 0.076
H -0.188415 -1.619489 1.669986 0.0 -0.2 0.0 0.142
C 0.344772 -0.219648 -0.575335 0.4 0.2 0.0 -0.155
N -0.808973 -0.889116 -1.142785 0.1 0.0 0.0 0.016
C -0.536069 -2.155469 -1.499792 -0.1 -0.1 -0.1 -0.381
O -1.265917 -2.986246 -2.012979 0.0 -0.2 0.0 0.084
C 0.893066 -2.400996 -1.154732 0.3 0.3 0.2 -0.159
C 1.410915 -1.290756 -0.588808 -0.4 -0.3 -0.3 -0.015
C 2.756326 -0.975678 -0.106940 0.0 -0.1 0.0 -0.282
O 3.177242 0.169830 -0.074272 -0.1 -0.2 0.0 0.115
C 3.569612 -2.099873 0.352973 1.4 0.5 0.2 -0.187
C 4.923569 -2.147681 0.604398 -0.8 0.2 -0.2 0.019
C 5.194005 -3.454228 1.049417 -0.4 -0.4 0.1 -0.045
C 3.989994 -4.101489 1.050134 0.8 -0.1 0.2 -0.094
O 3.013323 -3.297233 0.636057 -0.5 0.1 0.0 0.053
H 3.721440 -5.103546 1.323297 -0.2 -0.1 0.0 0.127
H 6.143731 -3.859435 1.332258 0.2 -0.2 0.1 0.102
H 5.614367 -1.341104 0.470522 0.1 0.2 0.0 0.119
O 1.418355 -3.582203 -1.471037 -0.2 0.1 -0.1 0.123
H 0.703661 -4.096595 -1.893711 0.0 0.1 0.0 0.130
C -2.113947 -0.287693 -1.183540 -0.3 0.2 -0.3 -0.089
H -2.808371 -1.043712 -1.554812 0.0 0.1 0.1 0.133
H -2.412360 -0.004209 -0.168551 0.0 0.0 0.0 0.126
C -2.159172 0.954527 -2.088346 0.0 -0.3 0.2 -0.157
N -3.449780 1.601691 -1.932730 -0.1 -0.1 0.0 -0.167
C -3.487138 2.594803 -0.870571 0.1 0.3 -0.1 -0.148
C -2.863017 3.930351 -1.299348 0.0 -0.2 0.2 -0.190
O -3.471389 4.432040 -2.471109 -0.1 0.1 0.0 -0.133
C -3.373903 3.500783 -3.528656 -0.2 -0.3 -0.1 -0.192
C -4.023505 2.166117 -3.141458 0.1 0.3 -0.1 -0.161
H -3.931833 1.447266 -3.956492 0.0 0.0 0.0 0.121
H -5.086439 2.338258 -2.944436 0.0 0.0 -0.1 0.125
H -3.886387 3.953943 -4.378671 0.1 -0.1 0.0 0.124
H -2.314984 3.341195 -3.788448 -0.1 0.0 0.0 0.124
H -3.013232 4.691623 -0.531825 0.1 -0.1 0.0 0.126
H -1.783741 3.800868 -1.471669 0.0 0.0 0.0 0.107
H -2.967502 2.208398 0.007376 0.0 0.0 0.1 0.116
H -4.538069 2.759547 -0.614182 0.1 0.1 0.1 0.127
H -2.030966 0.640176 -3.126155 0.1 0.0 0.0 0.131
H -1.322085 1.613262 -1.823275 0.0 0.0 -0.1 0.106
H 0.659970 0.618897 -1.208083 0.0 -0.2 0.0 0.164
O 0.298323 2.513761 -0.034317 0.0 -0.3 0.0 -0.115
C 0.663299 3.852571 0.208775 0.0 0.2 0.0 -0.080
H 0.955178 4.259886 -0.758258 0.0 0.0 0.1 0.098
H 1.511956 3.911732 0.895260 0.0 0.0 0.0 0.103
H -0.175094 4.434879 0.605755 0.0 0.0 0.0 0.088
H -0.128400 3.213942 2.550471 0.0 0.1 0.0 0.107
H -0.553735 1.678151 4.360377 0.0 0.0 0.1 0.105
H -1.037674 -1.553307 5.977005 0.0 0.1 0.0 0.093
H -0.016736 -0.103098 5.818549 0.0 0.0 0.0 0.095
```
Positions in Å, forces in eV/Å.

---

[2]
10 unconnected molecules or ions with the total composition C15H30Cl12F6O9P. Source: the OMol25 dataset; level of theory: ωB97M-V with the def2-TZVPD basis set.

Results
- LUMO energy (spin up / spin down) (eV) = 3.57 / 3.53
- HOMO-LUMO gap (spin up / spin down) (eV) = 1.2 / 10.1
- 2S+1 = 2
- total charge = -2

Geometry as XYZ:
```
73
Properties=species:S:1:pos:R:3:forces:R:3:lowdin_charge:R:1
P 0.012422 -0.702411 0.365992 0.4 -0.3 -1.7 0.274
F 0.147512 0.308789 1.636632 -0.1 -0.7 0.1 -0.167
F -0.045848 -1.997251 1.345552 -0.3 1.2 -0.8 -0.193
F -1.616308 -0.462511 0.309022 1.0 -0.9 0.6 -0.183
F -0.122738 -1.655801 -1.016708 -0.2 0.5 1.4 -0.199
F 0.158622 0.600869 -0.588418 -0.1 0.4 -0.4 -0.182
F 1.639842 -0.850021 0.209572 -0.3 -0.3 0.9 -0.180
C 1.362592 7.238769 0.547092 0.4 0.3 0.6 -0.105
O 0.429412 6.674969 -0.302508 -1.9 -2.8 -1.2 -0.041
C -0.111718 5.401049 -0.098958 -1.2 0.2 0.9 -0.495
O -1.107458 5.046969 -0.701598 2.0 0.4 0.6 0.121
O 0.468182 4.720579 0.942912 0.2 1.7 -1.3 -0.044
C -0.037478 3.440609 1.339022 -0.8 0.0 -0.2 -0.044
H 2.279752 6.649839 0.556612 0.1 0.2 0.3 0.096
H 0.908942 7.355249 1.531332 0.4 -0.1 0.3 0.094
H 1.511132 8.229159 0.116782 0.4 0.0 0.2 0.091
H -0.051928 2.743579 0.501142 0.5 -0.1 0.2 0.078
H -1.075308 3.508379 1.665212 -0.1 0.3 0.0 0.089
H 0.546462 3.150339 2.212432 0.2 -0.2 -0.5 0.095
C 2.407992 -3.889741 -0.423278 -1.5 1.8 -0.8 -0.110
O 2.841522 -5.101861 -0.967308 2.1 -0.8 -0.4 -0.056
C 3.714572 -5.021401 -2.038808 -2.2 0.5 -0.3 -0.589
O 3.919912 -4.029761 -2.714668 0.2 -1.2 1.4 0.106
O 4.079102 -6.245231 -2.420008 1.0 0.3 -0.6 -0.003
C 3.834772 -7.389761 -1.628038 -1.2 -0.6 0.4 -0.179
H 3.151372 -3.120571 -0.213808 0.5 -0.5 0.1 0.080
H 1.748972 -4.006961 0.436982 0.4 -0.7 0.1 0.085
H 1.757532 -3.446841 -1.177498 -0.1 0.4 0.0 0.079
H 4.183092 -7.265471 -0.602698 0.1 -0.1 -0.1 0.071
H 4.201592 -8.295401 -2.111118 0.9 0.5 -0.1 0.073
H 2.770152 -7.623571 -1.622568 -0.3 0.5 0.4 0.075
C -6.972088 4.466319 -0.710948 0.5 -0.7 -0.8 -0.033
O -5.865878 3.928119 0.042462 -1.3 1.0 0.0 0.009
C -5.234568 2.862819 -0.402918 0.2 -2.4 -2.5 -0.624
O -5.493218 2.155379 -1.385658 -0.2 1.7 1.6 0.083
O -4.216958 2.661509 0.383882 1.1 -0.1 0.9 0.015
C -3.230178 1.662689 0.052182 0.1 -0.1 -0.6 -0.049
H -7.928568 4.156949 -0.289618 0.1 0.5 0.5 0.090
H -7.010578 4.058009 -1.720848 0.4 -0.2 0.0 0.084
H -6.773958 5.532269 -0.823188 -0.4 0.0 0.5 0.092
H -3.603868 0.643779 0.153622 -0.1 0.4 0.3 0.051
H -2.355368 1.857779 0.672462 -0.5 -0.1 0.3 0.073
H -2.873958 1.750859 -0.974188 -0.4 0.3 -0.1 0.082
C -1.027048 0.818059 -3.264418 -0.5 -0.2 -0.6 -0.985
Cl -0.257418 1.895109 -4.442868 0.2 0.0 0.1 0.475
Cl -2.563758 0.168609 -4.015148 0.7 0.3 0.7 0.440
H -0.377168 -0.032851 -3.060208 -0.2 0.2 0.0 -0.008
H -1.231668 1.411899 -2.373588 -0.2 -0.4 -0.3 -0.001
C 3.408562 1.118099 1.872982 -0.3 0.5 0.4 -1.020
Cl 4.107142 2.649149 1.290162 0.1 -0.3 -0.3 0.457
Cl 3.781452 0.975239 3.620572 -0.3 -0.2 -0.4 0.445
H 2.330862 1.212909 1.740072 0.2 -0.2 0.2 -0.012
H 3.782762 0.248779 1.332282 0.2 0.3 0.1 0.024
C 3.019812 -2.551231 3.336122 0.2 0.0 0.7 -1.043
Cl 4.416872 -2.382221 4.464452 -0.2 -0.1 -0.6 0.334
Cl 1.579322 -2.944711 4.281812 -0.3 0.0 -0.1 0.438
H 2.845402 -1.593071 2.846612 0.2 -0.3 0.0 -0.025
H 3.208252 -3.390991 2.667262 0.1 0.3 0.0 0.003
C -2.704318 -0.943131 2.928772 1.5 -0.1 0.0 -1.118
Cl -2.610938 -1.304521 4.638282 0.2 -0.3 0.9 0.499
Cl -4.287688 -0.430421 2.529242 -1.4 0.3 -0.5 0.582
H -2.005308 -0.128221 2.740592 -0.1 -0.2 -0.1 0.010
H -2.406008 -1.835241 2.378092 -0.2 0.2 0.0 -0.015
C 3.121922 -0.393971 -2.433218 0.7 0.0 0.3 -1.006
Cl 2.485732 -0.695601 -4.044128 -0.2 0.3 -0.1 0.518
Cl 4.669282 0.542289 -2.479658 -0.3 -0.3 -0.1 0.438
H 2.475432 0.213699 -1.800068 -0.2 -0.4 -0.4 0.005
H 3.329122 -1.389391 -2.040378 0.1 0.4 0.2 -0.002
C -2.230818 -4.044901 -0.650948 -0.2 -0.4 0.3 -0.984
Cl -3.244218 -5.401251 -1.283748 0.1 0.6 0.0 0.425
Cl -1.870148 -4.369331 1.070192 0.1 0.0 -0.5 0.475
H -1.335378 -4.033151 -1.272358 0.0 0.1 0.5 0.017
H -2.757518 -3.090671 -0.662288 -0.1 -0.3 -0.3 0.024
```
Positions in Å, forces in eV/Å.

---

[3]
A molecular structure, C59H70BBrN9O2PtSi4Te. Source: the OMol25 dataset; level of theory: ωB97M-V with the def2-TZVPD basis set.

Results
- ΔE to the lowest compared entry with this formula, charge and spin (kcal/mol) = 0.00
- LUMO energy (spin up / spin down) (eV) = -4.23 / -4.23
- HOMO-LUMO gap (spin up / spin down) (eV) = 5.8 / 5.8
- total charge = +1

Geometry as XYZ:
```
148
Properties=species:S:1:pos:R:3:forces:R:3:lowdin_charge:R:1
Pt -0.325659 0.017308 0.176288 -1.1 -1.1 0.4 0.927
C 2.126473 -1.789603 4.722227 0.0 0.1 0.0 -0.010
C 1.155101 -0.928974 3.985439 0.0 0.0 0.0 -0.247
C 0.256337 -0.010552 4.487594 0.1 0.1 0.0 0.045
C -0.452932 0.480882 3.383046 -0.2 -0.2 0.1 -0.214
N -0.001726 -0.123974 2.286410 0.1 0.2 0.1 -0.011
N 0.991676 -0.975152 2.648518 0.0 0.0 -0.1 0.053
B 1.756022 -1.835888 1.606826 0.0 0.1 -0.2 -0.495
N 2.570597 -0.993560 0.623435 0.1 0.1 0.3 0.026
N 1.980727 0.009381 -0.056358 0.6 0.2 -0.6 0.039
C 2.941056 0.634080 -0.738067 0.2 -0.1 0.1 -0.228
C 4.173285 0.005604 -0.486715 0.1 0.0 0.0 0.034
C 3.899942 -1.022740 0.385019 0.0 0.0 -0.1 -0.255
C 4.830496 -2.030195 0.976430 0.0 0.1 0.0 -0.012
C 2.767738 1.831983 -1.581580 0.1 0.0 0.1 -0.153
C 1.586690 2.106082 -2.256157 -0.1 0.0 -0.1 -0.075
C 1.454162 3.235236 -3.050577 0.0 0.0 0.0 -0.064
C 2.519854 4.110939 -3.194901 0.0 0.0 0.0 -0.079
C 3.713585 3.841489 -2.538370 0.0 0.0 0.0 -0.079
C 3.836510 2.716793 -1.737499 0.0 0.0 0.0 -0.023
N 0.698190 -2.639893 0.794849 -0.2 0.1 0.0 0.042
N -0.445055 -2.036911 0.362469 0.4 0.0 -0.2 -0.058
C -1.274378 -3.005868 -0.055509 -0.1 0.0 0.1 -0.225
C -0.616206 -4.234828 0.042159 0.1 -0.1 0.2 0.033
C 0.615315 -3.964023 0.610287 0.0 -0.1 0.0 -0.274
C 1.705595 -4.910453 0.986104 0.0 0.0 0.0 0.000
C -2.720142 -2.857616 -0.316636 0.1 0.0 -0.1 -0.179
C -3.459048 -1.827437 0.256780 -0.1 -0.1 0.1 -0.067
C -4.843582 -1.816988 0.170991 0.0 0.0 0.1 -0.069
C -5.512073 -2.842850 -0.479421 0.0 -0.1 0.0 -0.084
C -4.785333 -3.874746 -1.058672 0.0 -0.1 0.2 -0.098
C -3.401982 -3.878280 -0.983444 0.0 0.0 0.0 -0.043
C -1.588458 1.426802 3.419523 0.1 0.0 0.0 -0.149
C -2.581459 1.437791 2.441975 0.0 0.1 0.0 -0.048
C -3.653741 2.313795 2.530026 0.1 0.0 0.0 -0.070
C -3.765163 3.174203 3.612968 0.0 0.0 0.0 -0.075
C -2.789135 3.160358 4.599990 0.0 0.0 0.0 -0.070
C -1.707009 2.301311 4.499388 0.0 0.0 0.0 -0.029
H 2.014129 -1.623490 5.791387 0.0 0.0 0.0 0.085
H 3.156344 -1.561060 4.445016 0.0 0.0 0.0 0.086
H 1.952279 -2.845950 4.518291 0.0 0.0 0.0 0.083
H 0.114085 0.252244 5.522624 0.0 -0.1 0.0 0.117
H 2.493781 -2.578795 2.178041 -0.1 -0.1 0.0 0.115
H 5.132621 0.251196 -0.911559 0.0 0.0 0.0 0.114
H 5.828866 -1.873701 0.572979 0.0 0.0 0.0 0.085
H 4.523297 -3.049682 0.741607 0.0 0.0 0.0 0.072
H 4.883807 -1.943207 2.062384 0.0 0.0 0.0 0.082
H 0.766790 1.414148 -2.164033 0.0 -0.1 0.0 -0.009
H 0.519224 3.421769 -3.566670 0.0 0.0 0.0 0.088
H 2.423295 4.997497 -3.809541 0.0 0.0 0.0 0.108
H 4.552247 4.518828 -2.640943 0.0 0.0 0.0 0.109
H 4.766963 2.532070 -1.215512 0.0 0.0 0.0 0.113
H -1.014169 -5.209955 -0.182519 0.0 0.0 0.0 0.119
H 1.412649 -5.923620 0.718232 0.0 0.0 0.0 0.087
H 1.908560 -4.882638 2.056705 0.0 0.0 0.0 0.087
H 2.633985 -4.670392 0.466279 0.0 0.0 0.0 0.081
H -2.953221 -1.075070 0.840833 0.1 0.1 0.0 0.064
H -5.398804 -1.016790 0.644634 0.1 -0.1 0.0 0.089
H -6.593931 -2.848499 -0.523514 0.0 0.0 0.0 0.112
H -5.296558 -4.686487 -1.560729 0.0 0.0 0.0 0.116
H -2.847709 -4.693157 -1.433337 0.0 0.0 0.0 0.115
H -2.518733 0.752303 1.609735 0.0 0.0 -0.1 0.056
H -4.406068 2.318824 1.749283 0.0 0.0 0.0 0.089
H -4.610330 3.846846 3.691718 0.0 0.0 0.0 0.107
H -2.864601 3.828167 5.448441 0.0 0.0 0.0 0.110
H -0.937272 2.319573 5.260906 0.0 0.0 0.0 0.114
O -2.210777 2.289876 -0.947770 -0.4 -0.4 -0.8 -0.314
C -1.301502 2.752257 -0.198955 1.2 -0.1 0.3 -0.571
N -1.219337 4.015874 0.203968 -0.4 0.0 -0.2 0.201
C -0.000051 4.261715 0.961827 0.2 0.1 0.1 -0.218
C 0.570553 2.819646 1.013315 -0.1 0.0 0.0 -0.373
O 1.557955 2.467772 1.598795 -0.2 0.0 -0.1 0.109
N -0.264563 2.013831 0.237309 -0.1 0.4 0.3 -0.041
C 0.961082 5.198839 0.210803 -0.1 0.0 -0.1 -0.124
C 2.322429 5.181274 0.490925 0.0 0.0 0.0 -0.012
C 3.166455 6.104420 -0.109067 0.0 0.0 0.0 -0.071
C 2.667143 7.046131 -0.996316 0.0 0.0 0.0 -0.082
C 1.309951 7.061673 -1.283057 0.0 0.0 0.0 -0.074
C 0.461781 6.143167 -0.680573 0.0 0.0 0.0 -0.031
C -0.284305 4.869652 2.337642 0.0 -0.1 0.0 -0.127
C -1.304802 5.805819 2.466771 0.0 0.0 0.0 -0.030
C -1.519990 6.455251 3.672351 0.0 0.0 0.0 -0.072
C -0.709672 6.179037 4.764291 0.0 0.0 0.0 -0.083
C 0.308961 5.246010 4.639572 0.0 0.0 0.0 -0.067
C 0.524900 4.593018 3.433475 0.0 0.0 0.0 -0.021
H -1.926703 4.691385 -0.021045 0.0 0.0 0.0 0.148
H 2.723542 4.447857 1.177884 0.0 0.0 0.0 0.117
H 4.224585 6.085045 0.121899 0.0 0.0 0.0 0.112
H 3.330011 7.766247 -1.460314 0.0 0.0 0.0 0.108
H 0.904215 7.797766 -1.966010 0.0 0.0 0.0 0.107
H -0.594487 6.178219 -0.919876 0.0 0.0 0.0 0.104
H -1.942442 6.053312 1.625105 0.0 0.0 0.0 0.109
H -2.319451 7.180974 3.755856 0.0 0.0 0.0 0.108
H -0.865351 6.696300 5.702709 0.0 0.0 0.0 0.107
H 0.947793 5.024248 5.485984 0.0 0.0 0.0 0.110
H 1.322373 3.867844 3.346613 0.0 0.0 0.0 0.112
C -1.731371 2.077123 -5.751810 0.0 0.0 -0.1 -0.212
Si -3.049171 2.825693 -4.657515 0.0 -0.4 0.4 0.384
C -2.321678 4.291201 -3.745622 -0.2 0.2 -0.1 -0.202
C -4.508156 3.396177 -5.678858 -0.1 0.1 -0.1 -0.204
Si -3.917861 1.050920 -3.197453 0.1 0.1 -0.8 0.301
Te -1.732892 0.415291 -2.023812 0.2 1.4 0.8 1.205
Si -5.781362 1.997107 -2.125601 -0.2 -0.2 0.2 0.355
C -7.092213 1.870037 -3.457137 -0.1 0.0 -0.1 -0.210
C -5.384281 3.778428 -1.705689 0.1 0.1 0.0 -0.198
C -6.453913 1.163191 -0.599622 0.0 -0.1 0.1 -0.205
Si -4.128726 -0.782447 -4.694983 -0.2 -0.1 0.1 0.337
C -5.208820 -0.236818 -6.120640 0.0 0.1 -0.1 -0.204
C -2.450325 -1.366041 -5.296067 0.1 0.0 0.1 -0.202
C -4.919819 -2.223176 -3.814872 0.0 0.0 0.0 -0.209
H -1.150746 2.866783 -6.238944 0.0 0.0 0.0 0.045
H -2.170382 1.459597 -6.538270 0.0 0.0 0.0 0.026
H -1.035492 1.458175 -5.183485 0.0 0.0 0.0 -0.005
H -1.573600 4.790281 -4.369598 -0.1 0.0 0.0 0.040
H -1.842573 3.985992 -2.827052 0.2 -0.1 0.3 -0.009
H -3.094191 5.023808 -3.497462 0.0 0.0 0.0 0.032
H -4.156436 4.020520 -6.506844 0.0 0.0 0.1 0.047
H -5.197069 3.999226 -5.082241 0.0 0.0 0.0 0.026
H -5.066359 2.562440 -6.107342 0.0 0.1 0.0 0.009
H -6.789125 2.326612 -4.401628 0.0 0.0 0.0 0.012
H -8.005318 2.372807 -3.122684 0.0 0.0 0.0 0.046
H -7.340142 0.822645 -3.650770 0.0 0.0 0.0 0.033
H -5.575322 4.449905 -2.546399 0.0 0.0 0.0 0.032
H -4.336813 3.880342 -1.414261 0.0 0.0 0.0 0.003
H -6.007170 4.100545 -0.866820 0.0 0.0 0.0 0.039
H -6.747655 0.127568 -0.784884 0.0 0.1 0.0 0.024
H -7.347046 1.715858 -0.291371 0.0 0.0 0.0 0.047
H -5.749218 1.179516 0.235028 0.0 0.0 0.0 0.009
H -4.683211 0.442829 -6.795990 0.0 0.0 0.0 0.025
H -6.114213 0.264737 -5.769952 0.0 0.0 0.0 0.019
H -5.515345 -1.111687 -6.701819 0.0 0.0 0.0 0.043
H -2.011436 -0.728255 -6.062936 0.0 0.0 0.0 0.020
H -2.558095 -2.373142 -5.710165 0.0 0.0 0.0 0.047
H -1.729031 -1.433428 -4.474985 0.0 -0.1 0.0 -0.008
H -5.864409 -1.957045 -3.334349 0.0 0.0 0.0 0.035
H -4.252673 -2.612372 -3.040063 -0.1 0.1 -0.2 0.007
H -5.115729 -3.029187 -4.528758 0.0 0.0 0.0 0.049
Br 1.710385 -0.699479 -6.833492 0.0 0.0 0.0 0.769
C 1.576822 -1.567489 -5.166145 0.0 0.0 0.0 -0.672
C 2.038675 -2.857915 -4.989127 0.0 0.0 0.0 -0.096
C 1.893421 -3.425944 -3.733138 0.0 0.0 0.0 -0.041
C 1.284535 -2.691169 -2.728683 0.0 0.0 0.2 -0.120
N 0.827937 -1.450000 -2.902007 -0.1 0.0 -0.3 0.044
C 0.985591 -0.900810 -4.105778 0.0 0.0 0.1 -0.237
H 2.491558 -3.401885 -5.806944 0.0 0.0 0.0 0.111
H 2.249402 -4.427889 -3.535901 0.0 0.0 0.0 0.111
H 1.154852 -3.112006 -1.736285 0.0 0.0 -0.1 0.088
H 0.625472 0.111528 -4.243343 0.0 0.1 0.0 0.062
```
Positions in Å, forces in eV/Å.